{"formula": "C38H90Br6N4O20P4", "method": "the ωB97M-V functional and the def2-TZVPD basis", "orbital_gap_ha": 0.305, "total_charge": 0, "energy_ha": -20035.36795, "elements": ["C", "O", "N", "C", "C", "H", "H", "H", "H", "H", "H", "H", "C", "O", "N", "C", "C", "H", "H", "H", "H", "H", "H", "H", "C", "O", "N", "C", "C", "H", "H", "H", "H", "H", "H", "H", "C", "O", "N", "C", "C", "H", "H", "H", "H", "H", "H", "H", "C", "Br", "Br", "Br", "H", "C", "Br", "Br", "Br", "H", "C", "C", "O", "P", "O", "O", "C", "C", "O", "C", "C", "H", "H", "H", "H", "H", "H", "H", "H", "H", "H", "H", "H", "H", "H", "H", "C", "C", "O", "P", "O", "O", "C", "C", "O", "C", "C", "H", "H", "H", "H", "H", "H", "H", "H", "H", "H", "H", "H", "H", "H", "H", "C", "C", "O", "P", "O", "O", "C", "C", "O", "C", "C", "H", "H", "H", "H", "H", "H", "H", "H", "H", "H", "H", "H", "H", "H", "H", "C", "C", "O", "P", "O", "O", "C", "C", "O", "C", "C", "H", "H", "H", "H", "H", "H", "H", "H", "H", "H", "H", "H", "H", "H", "H"], "xyz": [[3.603275, -7.588336, -1.872156], [2.776964, -6.736551, -1.624159], [3.847471, -8.785746, -1.249446], [5.004155, -9.638101, -1.638306], [3.198365, -9.165961, -0.013172], [4.215957, -7.415944, -2.770538], [5.780924, -9.725906, -0.878693], [5.512219, -9.358700, -2.561288], [4.609877, -10.645768, -1.769633], [2.345518, -8.488042, -0.047790], [2.902298, -10.208993, 0.098703], [3.877134, -8.948900, 0.811602], [0.383471, 2.291417, -1.980619], [-0.015778, 2.694068, -3.071424], [0.423664, 0.943043, -1.706749], [1.157057, 0.508437, -0.560116], [-0.264655, -0.032219, -2.458039], [0.903059, 2.887703, -1.214676], [1.478464, 1.191377, 0.226261], [2.050489, 0.021201, -0.950596], [0.597166, -0.294851, -0.081236], [-0.768457, 0.381487, -3.331614], [0.399486, -0.854651, -2.723780], [-1.100394, -0.497186, -1.935133], [-3.523483, -6.278458, -1.836570], [-3.959177, -6.088761, -0.698066], [-4.086283, -5.736159, -2.955355], [-3.475111, -5.832910, -4.299604], [-5.310972, -4.992596, -3.027801], [-2.643997, -6.897503, -2.072133], [-3.796306, -5.121627, -5.060537], [-3.801847, -6.814564, -4.642683], [-2.385164, -5.844282, -4.300643], [-6.115541, -5.354917, -3.667732], [-5.695728, -5.076493, -2.011446], [-4.976124, -3.962396, -3.148901], [5.067634, 9.696265, -2.270955], [6.093777, 9.435654, -2.879063], [4.163692, 8.738764, -1.873927], [2.906320, 9.005459, -1.215099], [4.472812, 7.299763, -2.223668], [4.748810, 10.736679, -2.103367], [2.934444, 8.600161, -0.203655], [2.032079, 8.595329, -1.720683], [2.628251, 10.056263, -1.133950], [3.946336, 7.139033, -3.164469], [5.534897, 7.098889, -2.364112], [4.105161, 6.591036, -1.481616], [8.376570, 3.032405, 3.906366], [6.485142, 2.398265, 4.070993], [8.411237, 4.934249, 4.568170], [9.057457, 3.262255, 1.980967], [9.081289, 2.363098, 4.399824], [-7.879562, 0.643755, -3.945023], [-9.380813, -0.328598, -4.784506], [-8.440740, 2.352382, -3.014378], [-6.320751, 0.760446, -5.190572], [-7.508535, 0.057738, -3.104169], [6.883114, -1.848945, -4.266515], [5.832276, -2.153715, -5.285993], [6.423711, -2.426536, -6.570322], [6.500885, -3.864052, -7.199013], [7.265913, -4.901247, -6.465346], [4.922356, -4.187054, -7.459693], [3.927259, -3.197277, -7.785958], [2.741867, -3.755312, -8.580483], [6.932736, -3.562148, -8.762697], [7.026655, -4.718636, -9.663452], [8.468539, -5.197487, -9.518357], [7.337934, -2.825472, -4.100278], [7.719493, -1.238248, -4.606542], [6.432736, -1.485743, -3.342752], [5.312535, -3.065637, -4.992100], [5.122166, -1.330972, -5.202654], [3.585275, -2.658882, -6.902056], [4.433457, -2.404001, -8.336041], [3.149083, -4.501376, -9.262878], [2.077673, -4.338817, -7.942923], [2.175528, -2.922215, -8.996776], [6.305604, -5.523488, -9.520664], [6.823422, -4.396299, -10.684676], [8.537499, -5.985626, -8.768565], [8.857783, -5.610270, -10.449063], [9.169263, -4.430606, -9.188230], [1.654697, -4.728961, 6.746899], [1.667876, -5.161139, 8.188834], [2.424607, -4.239988, 9.005466], [2.374021, -4.389901, 10.662081], [3.224600, -3.409583, 11.359457], [0.831224, -4.325835, 11.046250], [0.288983, -4.586774, 12.291364], [0.092911, -3.304318, 13.064116], [2.691988, -5.966980, 10.956193], [4.086068, -6.425739, 11.255454], [4.112462, -7.627827, 12.303686], [1.199105, -5.397050, 6.016006], [1.263510, -3.747263, 6.479805], [2.677060, -4.589944, 6.395415], [0.639211, -5.109730, 8.545630], [1.954783, -6.190777, 8.402402], [-0.606946, -5.128177, 11.987572], [0.861610, -5.361627, 12.801063], [-0.560526, -2.742468, 12.396698], [-0.285100, -3.399093, 14.082064], [1.086524, -2.874041, 13.189420], [4.529894, -6.612585, 10.277602], [4.714437, -5.587100, 11.555356], [4.996606, -7.699111, 12.937188], [3.357208, -7.328602, 13.030424], [3.844604, -8.634955, 11.984240], [-2.121020, 5.527116, 8.474001], [-2.822780, 5.398481, 7.151847], [-2.664131, 4.187188, 6.423650], [-1.235205, 3.383226, 6.283994], [-0.096188, 4.245766, 5.833158], [-1.143199, 2.564508, 7.661290], [0.027796, 1.867067, 7.916534], [0.991673, 2.680884, 8.846184], [-1.641525, 2.229280, 5.245469], [-2.757517, 1.427858, 5.418242], [-3.336314, 0.735411, 4.147122], [-1.050556, 5.562524, 8.271548], [-2.299309, 6.488159, 8.956377], [-2.449173, 4.782554, 9.199288], [-3.905155, 5.454753, 7.267717], [-2.649249, 6.127658, 6.360469], [-0.219114, 1.051065, 8.595709], [0.387330, 1.576380, 6.929454], [0.580810, 3.155319, 9.737363], [1.764892, 1.943516, 9.061917], [1.443466, 3.617569, 8.519700], [-2.378082, 0.647997, 6.078492], [-3.636968, 1.872932, 5.883659], [-4.096432, 0.050921, 4.523698], [-3.568592, 1.466633, 3.372869], [-2.654821, 0.047052, 3.647280], [-10.992335, 5.485361, -6.908849], [-9.911082, 5.923918, -7.884038], [-9.832435, 7.368769, -8.070249], [-8.553091, 8.178037, -7.488663], [-8.519752, 9.596077, -7.863907], [-7.269971, 7.365664, -7.875588], [-6.096470, 7.679751, -7.220930], [-5.645682, 6.244407, -6.811253], [-8.707903, 7.831776, -5.810244], [-9.424758, 8.671612, -4.981292], [-8.402849, 9.620535, -4.304970], [-10.677748, 5.708417, -5.889350], [-12.015072, 5.832192, -7.056542], [-10.996926, 4.403065, -7.038121], [-8.943044, 5.458563, -7.698473], [-10.268919, 5.670592, -8.881982], [-5.434096, 8.103705, -7.975665], [-6.185401, 8.265687, -6.306120], [-5.432512, 5.542753, -7.617682], [-4.635325, 6.234801, -6.402367], [-6.452281, 5.819970, -6.213471], [-10.255429, 9.240795, -5.398553], [-10.025041, 8.168087, -4.223521], [-8.958216, 9.948593, -3.426314], [-7.495523, 9.115121, -3.974192], [-8.088462, 10.528063, -4.820396]], "forces_ev_per_angstrom": [[0.2, -0.2, -0.7], [-0.3, -0.4, 0.9], [1.6, -0.6, -0.8], [-0.8, -0.1, 0.0], [-0.1, 1.2, -0.2], [0.4, -0.5, 0.1], [-0.1, 0.4, 0.4], [-0.4, 0.4, 0.0], [0.1, -0.1, -0.1], [-0.3, -0.3, 0.9], [0.0, 0.0, -0.7], [-0.2, 0.2, 0.3], [0.2, -1.5, -2.4], [0.0, 0.5, 1.5], [-0.2, 2.9, 1.3], [0.5, -2.0, 0.2], [-0.9, -0.9, -0.8], [-0.3, 0.2, -0.1], [-0.4, 0.6, -0.5], [0.4, -0.1, 0.3], [-0.1, 0.0, 0.3], [0.7, 0.3, -0.1], [0.1, 0.0, -0.3], [0.0, 0.0, 0.7], [-1.2, 1.0, 0.7], [0.6, -0.5, -1.3], [0.8, -0.1, -2.0], [0.3, -1.9, 0.5], [0.2, 0.4, 2.7], [0.1, 0.1, 0.1], [-0.3, 0.4, 0.7], [0.2, -0.1, -0.7], [0.0, 0.1, 0.3], [0.6, 0.0, -0.5], [-0.4, 0.3, 0.1], [-0.9, 0.3, -0.5], [-0.4, -1.0, -0.7], [-0.3, 0.2, 0.5], [1.1, -0.6, -0.2], [-0.3, 0.1, 0.4], [-0.6, 1.2, -0.2], [-0.1, -0.1, 0.3], [-0.1, 0.0, 0.1], [0.2, -0.5, -0.3], [0.7, 0.2, -0.1], [0.1, -0.4, -0.1], [-0.1, 0.5, 0.0], [-0.2, 0.4, 0.2], [-0.7, 1.7, -1.3], [1.7, 0.2, -0.3], [0.2, -1.5, 0.1], [-0.8, -0.7, 1.5], [-0.3, 0.3, 0.1], [0.1, 0.2, 0.2], [0.9, 0.8, 0.5], [0.5, -1.2, -1.2], [-1.2, 0.3, 0.8], [-0.2, 0.0, -0.4], [1.0, -1.4, 0.2], [-0.1, -0.4, 0.7], [0.3, 1.2, -0.4], [-1.2, -0.7, -1.8], [-1.1, 1.1, -0.9], [0.1, -0.9, 0.9], [0.4, 0.9, -0.2], [0.9, -0.7, 1.0], [-0.8, -0.4, 1.5], [1.4, 0.5, 0.1], [0.2, -1.0, -0.1], [0.3, 0.0, 0.6], [-0.5, 0.5, -0.1], [0.1, 0.1, -0.1], [-0.2, 0.1, 0.2], [-0.2, 0.1, -1.5], [-0.1, -0.4, 0.4], [0.0, -0.1, -0.5], [-0.2, 0.5, -0.7], [-0.1, 0.2, 0.2], [0.2, -0.3, -0.4], [-0.1, 0.2, 0.8], [0.1, 0.7, 0.2], [-0.1, 0.0, 0.0], [-0.1, 0.0, -0.1], [-0.4, 0.3, -0.2], [1.5, 0.5, -1.2], [-1.7, 0.3, 0.7], [-0.1, -0.2, 2.1], [0.5, -0.5, -0.8], [-0.3, -0.7, -0.7], [1.7, 0.6, -2.7], [-0.8, -1.7, 1.2], [0.3, -0.4, -0.3], [0.9, 0.6, 0.5], [0.1, -0.5, -0.3], [-1.0, 1.6, -0.2], [-0.1, -0.5, 0.5], [-0.6, 0.1, 0.9], [0.4, -0.4, 0.0], [-0.2, 0.0, 0.1], [0.5, 0.0, -0.5], [-0.6, 0.3, 0.7], [0.4, 0.2, 0.3], [0.1, 0.7, 0.6], [-0.4, -0.3, -0.3], [-0.1, 0.4, -0.3], [-0.2, -0.8, 0.0], [-0.5, 0.2, 0.8], [0.4, 0.3, -0.6], [-0.3, -0.1, 0.1], [0.0, 0.3, -0.6], [0.5, 0.6, -0.2], [-1.5, 0.6, -0.9], [2.0, -2.5, 0.3], [-1.0, 1.7, -0.9], [-1.5, -1.8, 1.0], [-1.8, 1.8, -0.6], [1.3, 1.0, 1.8], [0.5, 0.1, -0.9], [1.1, 2.3, -0.7], [-1.2, -2.6, 0.0], [1.6, 0.2, 0.4], [0.2, -0.6, 0.4], [-0.4, 0.2, -0.3], [0.4, -0.3, -0.3], [-0.1, -0.1, 0.4], [0.7, 0.8, 0.7], [-0.3, -0.5, -0.7], [1.0, -0.5, 0.5], [-0.9, -1.2, 0.4], [0.3, 0.4, 0.5], [0.3, -0.4, -1.4], [-0.6, -0.4, 0.2], [0.4, 0.7, 0.2], [-0.6, 0.6, -0.3], [-0.8, -0.1, 0.3], [0.6, 0.1, 0.2], [0.9, -0.3, 0.4], [-1.5, 0.6, -1.2], [2.0, 0.7, 0.8], [-2.4, 0.1, 1.9], [-0.2, -0.6, 0.5], [-3.0, 0.2, -0.7], [2.6, -2.6, 0.3], [1.2, 0.5, -0.2], [0.6, -0.9, -3.7], [0.4, 2.2, 1.1], [-1.2, 0.1, 0.8], [-0.1, 0.0, 0.1], [0.3, 0.3, -0.4], [-0.2, -0.2, 0.3], [-0.1, 0.2, 0.2], [0.3, -0.6, 0.0], [0.2, 0.4, 0.4], [-0.3, 0.3, -0.3], [-0.8, 0.4, -0.8], [-0.3, 0.2, 1.1], [0.5, 0.0, 0.4], [0.4, 0.3, -1.1], [0.8, -1.0, 0.2], [0.4, 0.4, 0.4], [-0.2, -0.3, 0.0], [-0.3, -0.3, -0.6]], "lowdin_charge": [-0.347, 0.009, -0.192, -0.053, -0.055, 0.131, 0.081, 0.082, 0.080, 0.085, 0.088, 0.090, -0.296, -0.007, -0.219, -0.078, -0.072, 0.133, 0.092, 0.088, 0.086, 0.091, 0.093, 0.089, -0.315, -0.010, -0.206, -0.060, -0.069, 0.136, 0.085, 0.084, 0.082, 0.095, 0.082, 0.097, -0.334, -0.005, -0.183, -0.085, -0.021, 0.131, 0.085, 0.084, 0.083, 0.088, 0.080, 0.079, -1.397, 0.505, 0.466, 0.445, -0.019, -1.493, 0.525, 0.498, 0.510, -0.044, -0.076, -0.276, -0.176, 0.461, -0.231, -0.210, -0.272, -0.058, -0.210, -0.239, -0.088, 0.077, 0.087, 0.084, 0.118, 0.120, 0.105, 0.112, 0.076, 0.071, 0.080, 0.114, 0.111, 0.069, 0.070, 0.082, -0.080, -0.279, -0.186, 0.476, -0.236, -0.193, -0.312, -0.052, -0.224, -0.191, -0.051, 0.079, 0.077, 0.074, 0.106, 0.115, 0.124, 0.113, 0.084, 0.079, 0.076, 0.105, 0.100, 0.067, 0.062, 0.066, -0.075, -0.279, -0.202, 0.484, -0.237, -0.201, -0.267, -0.065, -0.170, -0.300, -0.059, 0.073, 0.080, 0.086, 0.115, 0.122, 0.119, 0.118, 0.073, 0.073, 0.067, 0.114, 0.115, 0.077, 0.077, 0.065, -0.068, -0.249, -0.185, 0.494, -0.218, -0.194, -0.263, -0.060, -0.214, -0.324, -0.072, 0.068, 0.081, 0.077, 0.114, 0.117, 0.128, 0.115, 0.072, 0.072, 0.076, 0.117, 0.110, 0.065, 0.071, 0.073]}